Record 1
Below is one molecule with the formula C19H21N3OS2, with properties calculated with ωB97M-V/def2-TZVPD.

Element x y z (Å)
C (-0.65, -3.30, -1.37)
H (0.14, -4.05, -1.35)
H (-0.68, -2.84, -2.36)
H (-1.60, -3.79, -1.18)
C (-0.39, -2.24, -0.31)
N (-1.38, -1.19, -0.43)
C (-1.11, 0.10, -0.15)
N (0.16, 0.48, -0.03)
C (0.42, 1.77, 0.17)
N (-0.45, 2.75, 0.28)
C (-1.72, 2.38, 0.17)
C (-2.15, 1.06, -0.04)
C (-3.56, 0.98, -0.09)
C (-4.16, 2.19, 0.06)
S (-3.05, 3.50, 0.29)
C (-5.64, 2.14, -0.02)
H (-5.99, 2.57, -0.97)
H (-6.13, 2.68, 0.78)
C (-5.91, 0.62, 0.04)
H (-6.21, 0.35, 1.06)
H (-6.71, 0.32, -0.63)
C (-4.58, -0.10, -0.30)
H (-4.57, -0.43, -1.34)
H (-4.42, -0.96, 0.34)
S (2.09, 2.24, 0.31)
C (2.91, 0.60, 0.04)
C (4.39, 0.78, 0.03)
C (5.13, 0.62, 1.20)
C (6.50, 0.80, 1.19)
C (7.15, 1.13, 0.01)
C (6.42, 1.30, -1.15)
C (5.05, 1.12, -1.14)
H (4.48, 1.26, -2.05)
H (6.92, 1.57, -2.07)
H (8.22, 1.27, 0.01)
H (7.06, 0.67, 2.10)
H (4.62, 0.36, 2.12)
H (2.53, 0.23, -0.91)
H (2.57, -0.05, 0.85)
H (-2.33, -1.49, -0.34)
H (0.59, -1.78, -0.45)
C (-0.45, -2.85, 1.10)
O (-1.76, -3.32, 1.33)
H (-1.81, -3.72, 2.20)
H (0.28, -3.66, 1.18)
H (-0.19, -2.07, 1.84)

Calculated values
Kohn-Sham gap: 7.98 eV
LUMO energy: 0.5 eV
SMILES string: C[C@H](CO)Nc1nc(SCc2ccccc2)nc2sc3c(c12)CCC3
Charge: 0
E: -1772.5381 Ha


Record 2
Below is a 2-piece molecular cluster, C19H22BNO5 overall, with properties calculated with ωB97M-V/def2-TZVPD.

Element x y z (Å)
C (0.29, 1.50, 3.03)
C (-0.69, 0.41, 3.44)
N (-0.29, -0.94, 3.04)
C (-0.64, -1.35, 1.74)
C (0.10, -0.86, 0.66)
C (-0.22, -1.24, -0.63)
C (-1.27, -2.14, -0.87)
C (-1.98, -2.65, 0.20)
C (-1.70, -2.26, 1.52)
B (-2.59, -2.85, 2.67)
O (-2.13, -3.06, 3.95)
O (-3.89, -3.24, 2.39)
C (-1.60, -2.50, -2.27)
O (-1.99, -3.60, -2.60)
C (-1.41, -1.38, -3.25)
C (-2.27, -1.21, -4.32)
C (-2.07, -0.12, -5.17)
C (-1.02, 0.76, -4.95)
C (-0.15, 0.58, -3.88)
C (-0.36, -0.49, -3.02)
C (0.51, -0.71, -1.83)
O (1.70, -0.50, -1.83)
H (0.04, 2.44, 3.53)
H (0.24, 1.69, 1.96)
H (1.31, 1.22, 3.30)
H (-1.67, 0.68, 3.02)
H (-0.80, 0.41, 4.52)
H (-0.58, -1.62, 3.72)
H (0.94, -0.19, 0.84)
H (-2.77, -3.37, 0.01)
H (-2.74, -2.70, 4.60)
H (-4.26, -2.73, 1.67)
H (-3.08, -1.90, -4.48)
H (-2.74, 0.05, -6.01)
H (-0.88, 1.59, -5.63)
H (0.67, 1.26, -3.71)
C (2.26, 2.86, -0.32)
C (3.12, 2.54, 0.89)
C (4.57, 2.92, 0.67)
O (3.00, 1.16, 1.21)
H (2.61, 2.29, -1.19)
H (1.23, 2.57, -0.13)
H (2.28, 3.92, -0.58)
H (2.74, 3.07, 1.76)
H (4.99, 2.36, -0.17)
H (5.17, 2.68, 1.55)
H (4.68, 3.99, 0.46)
H (3.33, 0.65, 0.46)

Calculated values
Kohn-Sham gap: 7.93 eV
LUMO energy: -0.7 eV
SMILES string: CCNc1cc2c(cc1B(O)O)C(=O)c1ccccc1C2=O.CC(C)O
Charge: 0
E: -1193.1463 Ha


Record 3
Below is C19H22BrN6O4Pd as an isolated structure, with properties calculated with ωB97M-V/def2-TZVPD.

Element x y z (Å)
Pd (0.15, -0.28, 1.70)
O (-1.58, -1.34, 1.15)
N (-2.76, -0.85, 1.19)
N (-2.87, 0.40, 0.96)
O (-1.90, 1.20, 0.70)
C (-4.20, 0.94, 1.04)
C (-5.31, 0.11, 1.19)
C (-6.57, 0.69, 1.25)
C (-6.72, 2.07, 1.18)
C (-5.60, 2.88, 1.04)
C (-4.33, 2.31, 0.96)
H (-5.19, -0.95, 1.25)
H (-7.44, 0.06, 1.36)
H (-7.71, 2.52, 1.23)
H (-5.70, 3.95, 0.98)
H (-3.44, 2.91, 0.86)
Br (8.17, -1.16, 1.99)
C (6.64, -0.08, 2.28)
C (6.80, 1.24, 2.66)
N (5.78, 2.06, 2.87)
C (4.55, 1.57, 2.71)
C (4.29, 0.25, 2.34)
C (5.36, -0.60, 2.13)
C (2.88, -0.27, 2.16)
O (1.98, 0.64, 2.18)
O (2.71, -1.48, 2.01)
H (7.80, 1.65, 2.79)
H (3.72, 2.24, 2.88)
H (5.18, -1.63, 1.86)
N (-0.77, -0.27, 4.66)
C (-0.41, -0.29, 3.56)
C (0.48, -2.26, -4.32)
C (1.23, -1.05, -3.77)
N (0.58, -0.44, -2.62)
C (-0.62, 0.35, -2.86)
C (-1.91, -0.35, -2.43)
C (0.98, -0.69, -1.33)
C (2.05, -1.72, -1.10)
N (0.47, -0.08, -0.33)
H (1.06, -2.75, -5.10)
H (-0.48, -1.97, -4.75)
H (0.29, -2.98, -3.53)
H (1.31, -0.28, -4.55)
H (2.24, -1.32, -3.50)
H (-0.65, 0.55, -3.94)
H (-0.53, 1.32, -2.37)
H (-2.06, -1.27, -2.99)
H (-2.76, 0.31, -2.60)
H (-1.88, -0.60, -1.37)
H (1.88, -2.62, -1.69)
H (2.06, -1.96, -0.04)
H (3.03, -1.31, -1.36)
H (-0.26, 0.60, -0.55)

Calculated values
Kohn-Sham gap: 7.60 eV
LUMO energy: 2.4 eV
Charge: -1
E: -4068.6177 Ha


Record 4
Below is C19H22BrNRe as an isolated structure in a non-equilibrium geometry, with properties calculated with ωB97M-V/def2-TZVPD.

Element x y z (Å)
C (-2.08, -0.59, -1.72)
C (-1.92, -1.03, -0.39)
C (-1.86, 0.15, 0.43)
H (-1.82, -2.06, -0.06)
C (-1.93, 1.31, -0.41)
C (-2.05, 0.85, -1.76)
H (-2.14, 1.46, -2.65)
H (-2.12, -1.24, -2.59)
H (-1.83, 0.19, 1.51)
H (-1.85, 2.35, -0.08)
Re (-0.26, 0.10, -0.91)
Br (2.07, 0.52, -1.50)
C (2.03, 0.81, -4.36)
C (1.00, 1.60, -4.94)
C (0.06, 0.73, -5.56)
H (0.96, 2.69, -4.93)
C (0.51, -0.62, -5.34)
C (1.71, -0.57, -4.60)
H (2.31, -1.42, -4.28)
H (2.91, 1.19, -3.86)
H (-0.83, 1.02, -6.10)
H (0.00, -1.52, -5.70)
C (-1.06, 2.52, 3.02)
N (-0.69, 1.10, 2.95)
C (-0.85, 0.44, 4.25)
C (0.63, 0.89, 2.28)
C (0.93, -0.57, 1.99)
C (1.68, -1.27, 2.93)
C (1.87, -2.64, 2.85)
C (1.37, -3.35, 1.76)
C (0.68, -2.63, 0.76)
C (0.56, -1.25, 0.83)
H (-1.09, 2.88, 4.05)
H (-2.07, 2.68, 2.61)
H (-0.37, 3.13, 2.42)
H (-0.96, -0.66, 4.14)
H (0.00, 0.66, 4.95)
H (-1.77, 0.86, 4.70)
H (0.66, 1.44, 1.32)
H (1.41, 1.31, 2.92)
H (2.11, -0.68, 3.74)
H (2.39, -3.15, 3.66)
H (1.49, -4.44, 1.73)
H (0.24, -3.20, -0.07)

Calculated values
<S²>: 3.78
Kohn-Sham gap (spin up / spin down): 7.12 / 6.45 eV
2S+1: 4
LUMO energy (spin up / spin down): 0.1 / -1.4 eV
Charge: 0
E: -3444.0398 Ha


Record 5
Below is a 3-piece molecular cluster, C19H22Cl2F16O6S overall in a non-equilibrium geometry, with properties calculated with ωB97M-V/def2-TZVPD.

Element x y z (Å)
C (-0.47, -3.49, 1.70)
C (-0.35, -1.90, 1.82)
Cl (-1.32, -1.42, 3.28)
C (-0.86, -1.32, 0.45)
C (-0.68, 0.24, 0.22)
C (-1.88, 1.09, 0.87)
C (-1.40, 2.42, 1.55)
O (-0.58, 2.23, 2.73)
S (0.85, 1.47, 2.34)
O (1.24, 0.44, 3.31)
O (1.89, 2.51, 2.32)
C (0.74, 0.82, 0.60)
C (1.97, -0.12, 0.29)
C (2.94, 0.59, -0.73)
O (2.98, 0.17, -1.87)
Cl (3.98, 1.98, -0.27)
H (-1.51, -3.75, 1.37)
H (0.25, -3.79, 0.89)
H (-0.15, -3.99, 2.64)
H (0.73, -1.71, 2.04)
H (-1.97, -1.55, 0.40)
H (-0.39, -1.86, -0.42)
H (-0.80, 0.41, -0.89)
H (-2.58, 1.39, 0.05)
H (-2.49, 0.48, 1.60)
H (-2.32, 2.96, 1.91)
H (-0.93, 3.11, 0.79)
H (0.88, 1.74, -0.03)
H (2.58, -0.29, 1.23)
H (1.72, -1.10, -0.18)
C (-5.61, -1.63, 3.17)
C (-5.39, -0.29, 2.43)
C (-5.04, 0.90, 3.32)
F (-6.01, 1.19, 4.20)
F (-4.87, 2.01, 2.55)
F (-6.47, -0.03, 1.66)
F (-4.34, -0.48, 1.57)
O (-6.96, -2.00, 3.44)
C (-7.56, -1.49, 4.59)
C (-8.74, -0.57, 4.27)
F (-8.36, 0.47, 3.51)
F (-9.27, -0.06, 5.41)
F (-6.64, -0.89, 5.37)
F (-8.01, -2.56, 5.29)
H (-5.25, -2.41, 2.49)
H (-4.98, -1.72, 4.06)
H (-4.11, 0.73, 3.86)
H (-9.53, -1.12, 3.74)
C (7.57, -0.19, -5.11)
C (6.98, -0.19, -6.54)
C (6.92, 1.16, -7.24)
F (6.14, 2.04, -6.58)
F (6.39, 1.02, -8.48)
F (5.77, -0.78, -6.52)
F (7.79, -1.00, -7.29)
O (6.63, -0.18, -4.03)
C (6.13, 1.06, -3.62)
C (4.62, 1.18, -3.84)
F (4.30, 1.02, -5.15)
F (4.18, 2.41, -3.48)
F (6.82, 2.06, -4.20)
F (6.39, 1.15, -2.29)
H (8.09, -1.14, -5.00)
H (8.34, 0.57, -4.98)
H (7.92, 1.60, -7.35)
H (4.07, 0.42, -3.26)

Calculated values
Kohn-Sham gap: 10.84 eV
LUMO energy: 0.2 eV
SMILES string: C[C@H](Cl)C[C@H]1CCOS(=O)(=O)[C@H]1CC(=O)Cl.FC(F)C(F)(F)COC(F)(F)C(F)F.FC(F)C(F)(F)COC(F)(F)C(F)F
Charge: 0
E: -4105.0028 Ha


Record 6
Below is one molecule with the formula C19H22Cl2N4O in a non-equilibrium geometry, with properties calculated with ωB97M-V/def2-TZVPD.

Element x y z (Å)
O (-0.35, -4.17, -0.92)
Cl (-5.93, -6.17, -2.02)
Cl (-4.00, -5.29, 0.11)
N (0.02, -2.17, -0.17)
N (-1.65, -0.58, -0.17)
C (-0.81, -3.13, -0.45)
C (-0.35, -0.90, -0.06)
C (-2.59, -1.49, -0.42)
C (-3.51, -3.38, -3.99)
C (-4.70, -4.29, -3.67)
C (-2.59, -3.02, -2.96)
C (-4.75, -4.90, -2.40)
C (-3.87, -4.44, -1.44)
C (-2.90, -3.49, -1.64)
N (0.61, 0.13, 0.05)
N (1.71, 2.93, 3.76)
C (-2.26, -2.93, -0.51)
C (2.07, -0.17, 0.26)
C (0.20, 1.50, -0.09)
C (3.10, 4.21, 0.64)
C (2.57, 0.66, 1.50)
C (0.76, 2.48, 0.93)
C (2.99, 2.78, 0.25)
C (2.64, 4.29, 2.07)
C (2.19, 2.09, 1.35)
C (2.61, 2.96, 2.59)
H (-3.64, -1.23, -0.75)
H (-3.36, -2.79, -4.91)
H (-5.44, -4.59, -4.46)
H (-1.79, -2.30, -3.12)
H (0.74, 3.05, 3.59)
H (1.90, 2.06, 4.24)
H (-2.48, -3.51, 0.43)
H (2.26, -1.25, 0.42)
H (2.67, -0.02, -0.64)
H (-0.87, 1.71, -0.21)
H (0.60, 1.87, -1.11)
H (4.09, 4.67, 0.45)
H (2.36, 4.84, 0.09)
H (2.09, 0.25, 2.42)
H (3.65, 0.40, 1.65)
H (0.07, 2.36, 1.79)
H (0.72, 3.45, 0.37)
H (4.00, 2.34, 0.27)
H (2.54, 2.74, -0.82)
H (1.68, 4.77, 2.27)
H (3.38, 4.86, 2.64)
H (3.62, 2.77, 2.83)

Calculated values
Kohn-Sham gap: 8.06 eV
LUMO energy: -0.8 eV
SMILES string: N[C@@H]1CCCC12CCN(C1=NC(=O)[C@H](c3cccc(Cl)c3Cl)C=N1)CC2
Charge: 0
E: -1951.7471 Ha


Record 7
Below is C19H22ClCuN3O6 as an isolated structure, with properties calculated with ωB97M-V/def2-TZVPD.

Element x y z (Å)
Cu (0.38, 0.70, -1.59)
C (1.31, 3.95, -2.38)
C (0.64, 3.01, -3.38)
C (0.16, 3.77, -4.61)
O (-0.48, 2.44, -2.68)
C (1.71, 1.93, -3.75)
O (2.42, 2.15, -4.73)
O (1.80, 0.93, -2.96)
H (0.64, 4.77, -2.11)
H (2.23, 4.36, -2.82)
H (1.56, 3.39, -1.48)
H (-0.54, 4.56, -4.31)
H (-0.36, 3.09, -5.29)
H (1.01, 4.20, -5.13)
H (-0.94, 1.79, -3.27)
Cl (-2.79, -3.11, -2.45)
C (-2.12, -2.04, -3.71)
C (-1.50, -0.74, -3.15)
O (-1.74, 0.28, -3.82)
O (-0.81, -0.87, -2.11)
H (-2.92, -1.79, -4.40)
H (-1.35, -2.60, -4.23)
C (1.98, -4.31, 1.22)
C (1.02, -3.49, 2.05)
C (-0.13, -2.94, 1.50)
C (-1.00, -2.19, 2.26)
C (-0.72, -1.93, 3.60)
N (-1.56, -1.13, 4.41)
C (-2.38, -0.08, 4.06)
O (-3.38, 0.17, 4.73)
N (-2.07, 0.67, 2.95)
C (-0.83, 0.91, 2.33)
C (0.35, 1.03, 3.05)
C (1.53, 1.22, 2.35)
C (1.50, 1.31, 0.97)
N (0.36, 1.25, 0.28)
C (-0.78, 1.08, 0.96)
C (0.42, -2.50, 4.17)
C (1.27, -3.27, 3.40)
H (1.63, -4.37, 0.19)
H (2.06, -5.32, 1.62)
H (2.97, -3.86, 1.22)
H (-0.36, -3.10, 0.45)
H (-1.90, -1.79, 1.81)
H (-1.75, -1.48, 5.33)
H (-2.86, 1.19, 2.59)
H (0.35, 0.99, 4.13)
H (2.47, 1.32, 2.88)
H (2.40, 1.44, 0.39)
H (-1.69, 1.05, 0.36)
H (0.64, -2.32, 5.22)
H (2.16, -3.69, 3.85)

Calculated values
Kohn-Sham gap: 6.74 eV
LUMO energy: 2.4 eV
Charge: -1
E: -3453.7967 Ha


Record 8
Below is C19H22ClIN5OSn as an isolated structure in a non-equilibrium geometry, with properties calculated with ωB97M-V/def2-TZVPD.

Element x y z (Å)
Sn (-0.70, 1.15, -1.26)
N (0.02, 1.37, 0.93)
C (0.50, 2.61, 1.56)
C (0.91, 3.67, 0.54)
N (-0.16, 3.91, -0.40)
C (-1.38, 4.49, 0.17)
C (-2.43, 3.44, 0.37)
N (-2.47, 2.64, -0.85)
H (-0.66, 0.89, 1.48)
H (0.78, 0.71, 0.82)
H (1.38, 2.46, 2.20)
H (-0.31, 3.06, 2.13)
H (1.82, 3.38, -0.05)
H (1.19, 4.64, 1.06)
H (0.20, 4.45, -1.18)
H (-1.71, 5.23, -0.56)
H (-1.23, 5.08, 1.11)
H (-3.40, 3.93, 0.54)
H (-2.28, 2.78, 1.21)
H (-2.65, 3.24, -1.67)
H (-3.21, 1.96, -0.78)
Cl (5.04, -4.04, -0.88)
C (4.17, -2.56, -0.81)
C (4.93, -1.36, -1.00)
C (4.46, -0.14, -0.82)
I (5.70, 1.51, -0.99)
C (3.07, 0.00, -0.54)
O (2.50, 1.04, -0.40)
C (2.20, -1.28, -0.50)
N (0.94, -1.14, -0.38)
C (0.02, -2.28, -0.50)
C (0.69, -3.58, -0.62)
C (2.00, -3.74, -0.62)
C (2.83, -2.58, -0.59)
H (5.97, -1.54, -1.22)
H (-0.47, -2.05, -1.45)
H (0.06, -4.45, -0.82)
H (2.42, -4.69, -0.83)
N (-2.07, -0.18, -0.51)
C (-2.27, -1.31, 0.01)
C (-3.61, -1.88, 0.00)
C (-3.77, -3.19, 0.29)
C (-2.74, -4.08, 0.78)
C (-1.49, -3.59, 0.94)
C (-1.14, -2.22, 0.51)
H (-4.41, -1.21, -0.33)
H (-4.78, -3.58, 0.17)
H (-3.01, -5.09, 0.99)
H (-0.73, -4.21, 1.36)
H (-0.73, -1.68, 1.38)

Calculated values
Kohn-Sham gap: 6.36 eV
LUMO energy: -4.4 eV
Charge: +1
E: -2058.1493 Ha


Record 9
Below is C19H22ClN3OS as an isolated structure in a non-equilibrium geometry, with properties calculated with ωB97M-V/def2-TZVPD.

Element x y z (Å)
C (3.08, -5.37, 0.10)
H (2.20, -5.97, 0.35)
H (3.24, -5.69, -0.93)
H (3.88, -5.50, 0.69)
C (2.60, -4.07, -0.27)
H (1.89, -3.99, -0.81)
H (3.60, -3.37, -0.32)
C (1.91, -3.55, 1.21)
N (1.19, -2.35, 0.99)
C (-0.07, -2.12, 1.18)
O (-0.89, -3.11, 1.81)
C (-0.77, -0.97, 0.99)
C (-1.92, -0.55, 0.92)
C (-2.31, 0.88, 0.85)
C (-1.16, 1.44, 0.26)
N (-1.31, 2.78, 0.15)
N (-2.61, 3.01, 0.18)
C (-3.17, 1.83, 0.73)
C (-4.86, 1.75, 1.03)
H (-5.16, 2.68, 0.99)
H (-5.21, 0.84, 0.38)
H (-4.77, 1.38, 2.29)
C (-0.67, 3.86, -0.35)
C (-0.62, 3.95, -1.80)
C (-1.17, 5.00, -2.67)
C (-1.05, 5.25, -4.04)
C (-0.77, 4.02, -4.88)
C (-0.85, 2.83, -4.04)
C (-0.48, 2.75, -2.66)
H (-0.38, 1.88, -2.24)
H (-0.73, 1.88, -4.65)
H (-1.03, 3.97, -5.92)
H (-1.19, 6.17, -4.47)
Cl (-0.94, 6.57, -1.84)
H (0.48, 3.62, -0.19)
H (-1.10, 4.83, 0.12)
S (0.19, 0.47, 0.24)
H (-2.56, -1.09, 1.66)
H (1.75, -1.47, 0.72)
C (3.07, -3.25, 2.51)
C (2.61, -2.59, 3.66)
H (1.93, -3.49, 4.29)
H (3.36, -2.65, 4.40)
H (2.07, -1.84, 3.46)
H (3.59, -4.24, 2.51)
H (3.75, -2.31, 1.82)
H (1.34, -4.09, 1.59)

Calculated values
Kohn-Sham gap: 8.33 eV
LUMO energy: -0.1 eV
Charge: 0
E: -1834.5222 Ha


- charge of number 8 (C19H22ClIN5OSn)?
  +1